<w>
Formula: C17H18N2O
Source: the OMol25 dataset
Level of theory: ωB97M-V/def2-TZVPD

Positions of all 38 atoms, in Å:
C  -5.98237  -1.24132  0.91401
C  -4.61163  -0.61250  1.12365
C  -4.47806  0.69789  0.34463
O  -3.23116  1.32997  0.54902
C  -2.11964  0.85973  -0.07440
C  -0.92386  1.49285  0.27622
C  0.26634  1.11961  -0.30568
C  0.30325  0.10252  -1.25516
C  -0.88110  -0.52723  -1.59767
C  -2.08520  -0.15781  -1.02181
H  -2.98257  -0.67406  -1.32382
H  -0.87424  -1.32195  -2.33049
C  1.61854  -0.31706  -1.86627
N  2.55215  -0.74096  -0.85358
C  2.53510  -1.92942  -0.18783
N  3.44056  -2.03802  0.73294
C  4.11946  -0.84535  0.71234
C  5.18960  -0.40223  1.48145
C  5.67461  0.86445  1.23559
C  5.12067  1.68335  0.24903
C  4.05964  1.26453  -0.52731
C  3.56354  -0.00743  -0.28507
H  3.63806  1.90596  -1.28828
H  5.53376  2.66883  0.09139
H  6.50422  1.23939  1.81673
H  5.61573  -1.03776  2.24086
H  1.82660  -2.69922  -0.42905
H  2.06818  0.51927  -2.41060
H  1.45908  -1.14136  -2.56868
H  1.18059  1.61673  -0.01621
H  -0.96059  2.28030  1.01199
H  -4.66347  0.53491  -0.72462
H  -5.21335  1.42024  0.71107
H  -3.83099  -1.30711  0.80690
H  -4.45467  -0.40171  2.18308
H  -6.76760  -0.56736  1.24859
H  -6.06203  -2.16834  1.47562
H  -6.14710  -1.46234  -0.13858

structure (SMILES) = CCCOc1ccc(Cn2cnc3ccccc32)cc1
E_LUMO = 0.745 eV
HOMO = -8.382 eV
total charge = 0

=====

<x>
Formula: C17H18N2O
Source: the OMol25 dataset
Level of theory: ωB97M-V/def2-TZVPD

Positions of all 38 atoms, in Å:
N  -3.76155  -2.40334  -0.61702
H  -2.86007  -3.00789  -0.50964
H  -3.30551  -1.49934  -1.22689
C  -4.38760  -2.02498  0.50883
H  -5.28197  -1.55234  0.12207
C  -3.59241  -1.28939  1.55892
C  -3.16304  -0.05107  1.06011
C  -3.74222  1.29837  0.78716
N  -3.07252  2.23237  0.09473
C  -1.85759  1.57060  -0.32448
C  -0.93796  2.32429  -1.08948
C  0.04355  1.37771  -1.57670
C  0.20162  -0.23854  -1.16307
C  -0.81732  -0.47728  -0.22331
C  -1.90371  0.24913  -0.01977
H  -0.86133  -1.62962  0.17353
O  1.17480  -1.12745  -1.36849
C  2.41444  -0.59693  -1.66040
C  3.39729  -0.19944  -0.57338
C  2.97918  0.79011  0.47428
C  3.72041  0.93007  1.40750
C  4.70394  0.18133  1.94067
C  5.10616  -0.84664  0.98362
C  4.28486  -1.10821  -0.03536
H  4.57156  -1.81085  -1.11417
H  6.01608  -1.60606  1.13611
H  5.42594  0.05454  2.67260
H  3.57017  1.91408  2.13241
H  2.10685  1.37387  0.25595
H  2.47983  0.31127  -2.30601
H  2.88108  -1.26002  -2.37217
H  0.90120  1.64674  -2.23089
H  -0.85649  3.19414  -1.41664
H  -3.31101  3.03851  0.03211
H  -4.67438  1.47589  1.39850
H  -2.63218  -1.61449  1.80850
H  -4.07628  -0.98736  2.24569
H  -4.80793  -2.87360  1.30462

structure (SMILES) = NCCc1c[nH]c2ccc(OCc3ccccc3)cc12
E_LUMO = 0.583 eV
HOMO = -7.452 eV
total charge = 0

=====

The least stable of them is <x>.

=====

<w>
Formula: C3H4N2OS
Source: the OMol25 dataset
Level of theory: ωB97M-V/def2-TZVPD

Positions of all 11 atoms, in Å:
C  2.51049  -0.16720  -0.01104
C  0.26275  -1.08112  0.13539
C  1.22706  -0.00720  0.58042
N  3.45078  -0.37618  -0.65220
N  -0.48153  -0.70885  -0.94804
O  0.13937  -2.12223  0.70072
S  0.58462  1.73099  0.26396
H  1.25745  0.05412  1.74512
H  -0.92921  0.10448  -1.04310
H  -1.12726  -1.54599  -1.20232
H  1.73095  2.45862  0.37807

structure (SMILES) = N#C[C@@H](S)C(N)=O
E_LUMO = 0.334 eV
HOMO = -10.172 eV
total charge = 0

=====

<x>
Formula: C3H4N2OS
Source: the OMol25 dataset
Level of theory: ωB97M-V/def2-TZVPD

Positions of all 11 atoms, in Å:
C  0.97858  -1.31964  -0.17173
C  1.35606  -0.02925  -0.11481
C  0.11788  0.76084  -0.03609
H  -2.98611  0.07129  0.95246
H  1.50637  -2.25917  -0.34253
H  2.37229  0.30425  -0.02065
H  0.53812  2.54928  -0.31939
N  -0.86470  -0.25264  0.29701
N  -0.24875  1.96568  -0.05696
O  -0.31858  -1.50524  0.04850
S  -2.45116  -0.28541  -0.23582

structure (SMILES) = [H]/N=c1\ccon1S
E_LUMO = 0.836 eV
HOMO = -8.617 eV
total charge = 0

=====

The least stable of them is <x>.

=====

<w>
Formula: C3H4N2OS
Source: the OMol25 dataset
Level of theory: ωB97M-V/def2-TZVPD

Positions of all 11 atoms, in Å:
C  2.12177  0.58064  0.00714
C  -0.32577  -0.54711  -0.00972
C  -2.40921  -0.64321  0.01123
H  1.85602  1.13685  0.89390
H  1.77629  1.14014  -0.85857
H  3.19281  0.38814  -0.06867
H  -3.44477  -0.90184  -0.02688
N  -1.35618  -1.42708  0.00064
N  -0.69293  0.71428  -0.00246
O  -2.06962  0.62258  0.03163
S  1.35157  -1.06341  0.02175

structure (SMILES) = CSc1ncon1
E_LUMO = 0.829 eV
HOMO = -9.147 eV
total charge = 0

=====

<x>
Formula: C3H4N2OS
Source: the OMol25 dataset
Level of theory: ωB97M-V/def2-TZVPD

Positions of all 11 atoms, in Å:
C  -0.45568  1.01233  -0.86125
C  1.43535  -0.08278  -0.04181
C  0.17736  -1.21586  0.43955
N  0.76319  0.55792  -0.97678
N  -0.82037  1.26172  0.38476
O  2.52288  -0.55323  0.26563
S  -1.33740  -0.46877  0.77993
H  -1.12237  1.15971  -1.67430
H  -0.03087  -1.83756  -0.34247
H  0.46182  -1.65953  1.36465
H  -1.59392  1.82605  0.66208

E_LUMO = -0.201 eV
HOMO = -9.046 eV
total charge = 0

=====

<y>
Formula: C3H4N2OS
Source: the OMol25 dataset
Level of theory: ωB97M-V/def2-TZVPD

Positions of all 11 atoms, in Å:
C  0.01669  -0.75552  -0.61103
C  -0.08867  1.05420  0.32550
C  0.06373  0.13659  1.35123
H  -0.22595  -1.32476  -2.53737
H  0.21348  -2.57629  -1.44011
H  0.49348  2.91427  1.77843
H  -0.18648  0.14305  2.56720
N  -0.42690  -1.76375  -1.53722
N  -0.10574  0.44509  -0.97390
O  0.31313  -1.11636  0.58888
S  -0.06677  2.84348  0.48840

E_LUMO = 0.765 eV
HOMO = -8.583 eV
total charge = 0

=====

<z>
Formula: C3H4N2OS
Source: the OMol25 dataset
Level of theory: ωB97M-V/def2-TZVPD

Positions of all 11 atoms, in Å:
C  0.17977  0.76697  -1.37900
C  1.29409  0.88527  -0.57113
C  -0.15074  -0.56150  0.64731
H  0.46095  2.22246  -2.84592
H  2.34050  0.98894  -1.29448
H  1.34878  0.34993  1.75389
H  -1.57297  -0.43943  -0.92302
N  1.17533  0.08807  0.62350
N  -0.73340  -0.03862  -0.51852
O  -0.10884  1.25668  -2.57765
S  -0.79618  -1.25412  1.93830

structure (SMILES) = Oc1c[nH]c(=S)[nH]1
E_LUMO = -0.137 eV
HOMO = -7.812 eV
total charge = 0

=====

The least stable of them is <x>.

=====

<w>
Formula: C3H4N2OS
Source: the OMol25 dataset
Level of theory: ωB97M-V/def2-TZVPD

Positions of all 11 atoms, in Å:
C  -1.06323  -1.88577  0.21742
C  -0.07122  -0.82224  -0.26174
C  0.16700  0.56355  0.09182
H  -1.17001  -2.72323  -0.71463
H  -0.70491  -2.34829  1.22116
H  -2.17689  -1.66581  0.51242
H  -0.12932  2.33345  1.50525
N  0.82319  -1.22013  -1.06503
N  1.04257  1.03743  -0.68977
O  1.47300  -0.02197  -1.47274
S  -0.92865  1.17033  1.32852

structure (SMILES) = Cc1nonc1S
E_LUMO = 0.488 eV
HOMO = -9.743 eV
total charge = 0

=====

<x>
Formula: C3H4N2OS
Source: the OMol25 dataset
Level of theory: ωB97M-V/def2-TZVPD

Positions of all 11 atoms, in Å:
C  0.91639  -1.66277  -0.18012
C  -0.33640  -0.69400  -0.06423
C  -0.69181  2.59964  0.55448
H  1.09856  -3.60695  -0.55121
H  -1.30573  -0.99142  -0.14006
H  -0.05642  2.83685  2.01957
H  -1.48001  3.38784  0.28217
N  0.01491  0.70236  -0.43265
N  -0.98316  1.65362  -0.76504
O  0.36726  -2.84775  -0.64001
S  2.45641  -1.37742  -0.08291

E_LUMO = -1.060 eV
HOMO = -9.074 eV
total charge = 0

=====

<y>
Formula: C3H4N2OS
Source: the OMol25 dataset
Level of theory: ωB97M-V/def2-TZVPD

Positions of all 11 atoms, in Å:
C  -0.28185  -0.35919  -0.04760
C  1.74333  -1.09008  0.03044
C  0.51807  0.72078  -0.06858
H  -2.14791  0.98718  -0.16434
H  2.59775  -1.77299  0.07845
H  2.69815  0.81698  -0.11078
H  0.80846  2.51736  0.24312
N  0.48276  -1.51099  0.05643
N  1.83049  0.28021  -0.06086
O  0.08648  1.98821  0.05685
S  -2.04490  -0.34174  0.00276

structure (SMILES) = Oc1[nH]cnc1S
E_LUMO = 0.296 eV
HOMO = -7.738 eV
total charge = 0

=====

The least stable of them is <x>.

=====

<w>
Formula: H20O10
Source: the OMol25 dataset
Level of theory: ωB97M-V/def2-TZVPD

Positions of all 30 atoms, in Å:
H  -0.76842  -1.90185  -0.85630
H  0.65806  -1.33835  -0.62060
H  0.69007  -3.36324  -1.09665
H  1.08472  -2.91919  -2.59703
H  -0.05168  -0.62211  -2.55731
H  -0.78906  -0.22016  -3.68004
H  -2.00469  3.08757  2.40437
H  -1.59568  2.23785  1.44265
H  1.73213  1.49269  0.69286
H  1.77576  0.14589  0.33383
H  -0.24730  0.13008  2.39223
H  -0.27655  1.70638  2.21480
H  2.38365  1.94235  3.69439
H  1.67113  0.77836  3.02215
H  -2.07343  2.36820  -1.76401
H  -1.88969  2.62159  -0.31658
H  -1.91527  -4.01385  1.94141
H  -1.63066  -3.44783  3.27181
H  1.37729  0.91274  -3.14175
H  2.05118  0.80471  -4.43438
O  -0.20241  -1.09618  -0.86165
O  0.39404  -2.88592  -1.85468
O  -0.23245  0.16070  -2.97338
O  -2.40560  2.67724  1.62051
O  2.36310  0.78293  0.56242
O  -0.50194  0.89744  1.85107
O  2.60445  1.15887  3.10926
O  -1.85760  1.84779  -0.90442
O  -2.03056  -4.17822  2.92766
O  1.68741  0.23355  -3.82263

structure (SMILES) = O.O.O.O.O.O.O.O.O.O
E_LUMO = -0.386 eV
HOMO = -8.934 eV
total charge = 0

=====

<x>
Formula: H20O10
Source: the OMol25 dataset
Level of theory: ωB97M-V/def2-TZVPD

Positions of all 30 atoms, in Å:
O  -2.42680  1.70410  1.80180
H  -3.26280  1.69410  1.32780
H  -2.09580  0.81710  1.78280
O  -1.96480  -0.95190  1.82880
H  -1.92280  -0.85890  2.75880
H  -1.03680  -1.05390  1.52780
O  1.52120  -1.02690  2.45680
H  2.19120  -1.41790  3.00580
H  1.69820  -1.34190  1.54280
O  1.05720  -0.68190  -2.38120
H  1.00620  0.08410  -3.01620
H  0.49420  -1.27590  -2.84620
O  -0.11480  -0.48790  -0.11720
H  -0.97580  -0.41290  -0.47620
H  0.46020  -0.53490  -0.87720
O  2.60720  -2.98690  -2.24620
H  3.44820  -2.98490  -2.64520
H  2.27720  -2.12690  -2.48520
O  -2.53280  0.35410  -1.25920
H  -2.99680  -0.39390  -0.90720
H  -2.17580  0.16110  -2.14920
O  -1.81880  3.12710  -0.78120
H  -2.00080  2.21410  -0.93220
H  -1.49680  3.01210  0.11980
O  0.84920  1.69110  1.27080
H  0.43520  1.02410  0.71280
H  0.55220  1.38410  2.14680
O  2.97020  0.59210  0.07880
H  3.01120  -0.34590  0.25580
H  2.24320  1.02410  0.50180

structure (SMILES) = O.O.O.O.O.O.O.O.O.O
E_LUMO = -0.585 eV
HOMO = -10.425 eV
total charge = 0

=====

The least stable of them is <w>.

=====

<w>
Formula: H20O10
Source: the OMol25 dataset
Level of theory: ωB97M-V/def2-TZVPD

Positions of all 30 atoms, in Å:
O  0.01190  -2.21575  -1.59591
H  0.29476  -2.88101  -2.23437
H  0.76791  -2.12460  -0.96848
O  -1.30871  0.52834  1.09965
H  -1.75970  0.36855  0.26413
H  -0.36791  0.55278  0.86967
O  2.33736  2.16357  -0.74226
H  1.66583  1.84832  -1.36430
H  2.02374  1.89264  0.13924
O  -1.61228  1.97720  3.33737
H  -1.61954  1.51074  2.46839
H  -2.21865  1.47756  3.89484
O  2.26744  -1.87333  0.03407
H  2.14336  -0.99921  0.45090
H  3.20769  -2.05244  0.12632
O  0.47408  0.48187  -2.06478
H  0.15402  0.92870  -2.86107
H  0.20582  -0.44634  -2.15642
O  -2.45663  0.52044  -3.73291
H  -2.80831  -0.19642  -4.26969
H  -2.54382  0.19975  -2.82580
O  0.89468  0.89432  3.92898
H  1.06148  1.19832  4.82542
H  0.06599  1.36217  3.66913
O  -2.80253  -1.83841  -1.77616
H  -3.22918  -2.67663  -1.97985
H  -1.84836  -2.01958  -1.82173
O  2.11970  0.35943  1.44222
H  1.84089  0.40596  2.38829
H  3.03897  0.65303  1.45512

structure (SMILES) = O.O.O.O.O.O.O.O.O.O
E_LUMO = 0.298 eV
HOMO = -10.456 eV
total charge = 0

=====

<x>
Formula: H20O10
Source: the OMol25 dataset
Level of theory: ωB97M-V/def2-TZVPD

Positions of all 30 atoms, in Å:
H  -0.82837  -0.19406  0.00894
H  -1.67606  -0.88916  -1.04380
H  -5.91632  -1.87277  -0.92579
H  -4.94567  -1.95595  -2.09239
H  0.12233  2.02802  0.80974
H  1.37155  1.86680  1.66032
H  -2.23418  2.80552  -0.15657
H  -1.99351  1.74418  -1.21755
H  1.74994  -4.94631  -2.13592
H  2.02424  -3.50871  -2.54593
H  1.03100  -0.25144  -0.61224
H  1.41984  -0.19875  -2.08059
H  -0.96325  1.24748  4.77942
H  -0.08259  0.84934  3.60641
H  3.70053  -0.28948  0.01865
H  3.01803  0.33497  -1.18730
H  2.02102  3.67927  0.01642
H  1.39627  2.88425  -1.11834
H  0.33705  -1.44706  2.19712
H  -0.69955  -2.22627  2.98980
O  -0.80307  -0.50580  -0.90274
O  -5.88138  -1.84674  -1.88864
O  1.05044  1.77359  0.75633
O  -1.80030  2.66436  -1.00558
O  2.25482  -4.16620  -1.87995
O  1.59545  -0.68104  -1.26478
O  -1.00608  0.94452  3.86544
O  3.85952  0.31152  -0.71790
O  2.24759  3.17868  -0.77546
O  -0.36928  -1.33277  2.84290

structure (SMILES) = O.O.O.O.O.O.O.O.O.O
E_LUMO = -0.468 eV
HOMO = -9.838 eV
total charge = 0

=====

<y>
Formula: H20O10
Source: the OMol25 dataset
Level of theory: ωB97M-V/def2-TZVPD

Positions of all 30 atoms, in Å:
O  1.06900  8.26500  -3.99100
H  1.92900  7.87500  -3.94500
H  1.30900  9.20500  -3.97400
O  2.23600  9.85500  -0.99600
H  1.39600  9.60300  -0.60700
H  2.18500  10.79400  -0.84600
O  -0.65200  9.56000  -1.88100
H  -1.53700  9.34100  -1.65100
H  -0.24500  8.69200  -1.93900
O  -0.07700  14.50300  -1.64400
H  -0.41000  13.80600  -2.26200
H  0.42200  15.11100  -2.20200
O  4.03700  7.87200  -0.95300
H  3.97200  7.22900  -1.64800
H  3.26100  8.43800  -0.99300
O  4.20000  12.26800  -3.32300
H  4.78200  12.68200  -2.70500
H  4.11800  11.34800  -3.08000
O  2.01400  12.98100  -1.15600
H  1.20000  13.51500  -1.36000
H  2.55900  12.99800  -1.93500
O  1.59500  10.79000  -3.36700
H  0.85100  11.45200  -3.31200
H  1.68400  10.34300  -2.51100
O  -0.50100  12.25400  -3.10000
H  -0.97200  11.94200  -3.87300
H  -0.79600  11.62200  -2.41600
O  1.97700  12.82200  -5.45700
H  2.20700  13.72700  -5.35200
H  2.16300  12.34200  -4.65800

structure (SMILES) = O.O.O.O.O.O.O.O.O.O
E_LUMO = -0.111 eV
HOMO = -10.890 eV
total charge = 0

=====

The least stable of them is <x>.